Below is a molecular structure, C33H48Ge2N2O2Pd at a distorted geometry, with properties calculated with the ωB97M-V functional and the def2-TZVPD basis.

```
88
Properties=species:S:1:pos:R:3:forces:R:3
H 1.6306 3.0176 2.6489 -0.10 -0.07 0.12
Pd -0.1459 -0.5098 0.1989 0.80 -0.64 1.27
H -0.3249 -0.2481 -2.8071 -0.03 0.09 0.04
C 4.7441 -5.1923 -1.7820 0.08 -0.13 -0.09
C 3.9314 1.6828 0.7052 0.07 -0.06 -0.15
C 0.7476 4.2217 -0.2360 0.14 0.16 0.04
H 0.0680 3.4619 3.3683 0.01 0.01 -0.01
C 2.8509 -3.7462 -2.2880 -0.05 -0.09 0.19
H 2.0024 -2.1655 0.7842 -0.18 0.57 0.30
H 2.4827 4.8538 -1.3219 -0.02 0.05 -0.02
C -3.6292 0.9116 -0.9087 0.21 -0.07 0.09
H 1.1460 -0.8651 -4.6061 -0.07 0.00 0.01
H 2.2154 0.6033 2.2784 -0.09 -0.12 0.00
Ge -3.5106 -0.4628 0.5328 -0.60 0.29 0.02
H -4.5241 1.2800 2.1763 -0.04 -0.04 -0.09
H -6.0866 -0.6125 0.3114 0.04 0.04 0.01
H -2.7614 1.0795 2.3508 -0.02 0.04 0.05
C -1.9407 -1.5890 0.5377 1.05 0.07 -0.38
H 4.1900 -3.4697 -0.6395 0.00 -0.04 0.02
H -0.5206 1.2671 -0.6908 -0.17 0.53 -0.52
C 4.4404 0.7563 -3.4678 0.08 0.04 -0.03
H 3.6605 0.6658 0.4290 0.04 -0.01 0.05
C 3.3378 -5.7000 -3.6525 0.14 -0.18 -0.06
C 1.4554 0.3172 3.0073 -0.20 0.13 -0.22
H -1.1731 -0.0231 3.7838 -0.02 -0.01 0.04
H -3.5859 1.9137 -0.4771 0.03 0.00 0.02
C -1.9621 -3.6828 -3.3615 0.00 -0.08 -0.04
H -1.9908 -2.3417 -0.2533 -0.09 -0.07 0.05
H 4.2943 -0.5007 -1.7448 -0.01 0.05 0.03
C -0.6702 -3.5938 -2.8508 0.02 -0.05 0.07
N 2.9397 2.5767 0.1517 -0.09 -0.02 0.14
C -3.7094 0.5526 2.2198 0.16 -0.09 -0.16
H 4.9210 1.9193 0.2979 0.00 0.02 0.00
C -2.0586 -1.2937 -3.5021 -0.03 0.00 -0.02
C 1.7915 2.0206 -0.3848 -0.02 0.17 -0.11
H -1.8655 -2.0992 1.5019 -0.03 -0.03 0.00
H -3.8733 -0.1016 3.0795 0.04 -0.02 -0.01
C -0.7818 -1.2172 -2.9612 0.00 -0.17 -0.28
C -0.6972 0.9112 4.0888 0.10 0.04 -0.19
C 1.2029 -2.1008 0.0378 -0.55 -0.50 -1.01
H 5.3798 1.2015 -3.1523 -0.02 -0.01 0.01
H 0.3755 4.2071 0.7984 -0.07 -0.06 -0.05
H 5.5994 -5.4231 -1.1548 0.00 0.01 0.01
C 3.9539 -4.0891 -1.5002 -0.08 0.14 0.04
H -0.1487 -4.5037 -2.5701 -0.02 0.00 -0.01
H -0.1773 0.7561 5.0415 -0.05 -0.01 0.04
C 2.5628 -4.5849 -3.3675 -0.02 0.28 -0.02
C 2.6601 0.5661 -5.0542 0.06 0.07 -0.08
H -4.5625 0.8187 -1.4689 -0.01 -0.07 0.03
C -0.4853 2.2847 -1.1133 0.02 -0.05 0.15
C 0.8741 2.7220 3.3826 -0.05 -0.15 0.00
C 0.2939 1.3397 2.9727 0.02 0.27 0.32
H -5.5194 -2.1523 0.9799 0.07 0.01 0.01
H -3.6559 -2.6019 -4.1179 0.00 0.03 0.01
H -2.5935 -0.3916 -3.7792 -0.01 0.04 0.10
O 1.7332 0.8150 -0.5923 -0.21 -0.02 0.13
H 1.0515 -0.6513 2.7111 0.12 -0.13 -0.03
C 2.1357 4.8332 -0.2857 -0.03 -0.11 0.02
H -2.7979 0.8005 -1.6025 0.03 0.02 -0.07
H 1.7164 -4.3480 -4.0043 0.02 -0.05 -0.01
N 0.7987 2.8826 -0.7793 -0.02 -0.08 0.16
O -0.3032 1.4483 1.7476 -0.03 0.09 -0.08
C -0.0448 -2.3663 -2.6545 0.15 0.13 -0.23
C 2.6143 -0.7981 -3.0378 -0.04 -0.06 0.03
C 3.8494 1.1622 -4.6588 -0.02 -0.03 0.00
H 1.9270 0.2338 3.9954 -0.06 0.04 0.00
H 4.1070 4.2606 0.3876 0.00 0.01 -0.01
H 4.3149 1.9263 -5.2721 -0.01 0.00 0.00
C 2.0625 -0.4059 -4.2591 0.10 -0.03 0.03
H -1.2831 2.8460 -0.6309 0.01 0.06 0.01
C 4.4403 -6.0105 -2.8656 -0.05 0.13 0.06
Ge 1.7376 -2.1548 -1.7692 -0.87 -0.22 0.21
H -0.6400 2.2644 -2.1962 -0.02 -0.07 0.02
C 3.8268 -0.2070 -2.6817 -0.03 -0.02 0.13
H 3.9728 1.7586 1.7978 -0.01 0.05 -0.04
H 5.0594 -6.8716 -3.0909 -0.03 -0.03 -0.01
H -2.4276 -4.6540 -3.5000 0.02 0.00 0.03
H 0.0533 4.8085 -0.8408 -0.02 -0.03 -0.02
C -2.6552 -2.5326 -3.7045 -0.03 -0.01 0.00
C -5.2997 -1.3699 0.2493 0.37 -0.06 0.06
C 3.0627 3.9616 0.5386 0.11 0.15 -0.05
H 1.3311 2.7095 4.3810 0.03 0.03 0.00
H 2.8450 4.0919 1.6093 0.05 0.00 -0.10
H 2.1261 5.8537 0.1033 0.01 -0.01 0.02
H 3.0856 -6.3343 -4.4968 -0.01 0.02 -0.01
H -5.3341 -1.8133 -0.7495 0.02 -0.02 0.02
H 2.1944 0.8617 -5.9897 -0.01 -0.01 0.00
H -1.4744 1.6687 4.2304 0.00 -0.02 -0.05
```
Positions in Å, forces in eV/Å.

Summary:
- Total energy: -5827.82103 a.u.
- Molecular weight: 756.4 g/mol
- LUMO energy: 4.5406 eV
- Energy relative to the best compared isomer or geometry (same formula, charge and spin): 23.4 kcal per mole
- Multiplicity: 1
- Net charge: -2
- HOMO-LUMO gap: 0.1470 hartree


Below is a molecular structure, C33H48P2Pm at a distorted geometry, with properties calculated with the ωB97M-V functional and the def2-TZVPD basis.

```
84
Properties=species:S:1:pos:R:3:forces:R:3
C -0.0784 1.0204 -3.1424 0.17 -0.54 0.01
H 3.0027 -0.0682 -4.1640 -0.10 -0.05 0.50
H 2.2521 -1.3217 -3.1261 0.14 0.31 0.00
H 1.6415 -0.6106 -5.4590 -0.07 0.54 -0.15
C -1.0931 2.8346 3.7043 0.02 -0.22 0.04
H 0.7044 3.5300 -5.6346 0.11 -0.35 -0.16
H 3.5400 2.4332 -2.1748 -0.45 -0.14 -0.09
C 1.2831 -1.2221 1.1728 -0.92 0.04 -0.19
C 0.6914 -2.9749 -0.6450 0.27 -0.55 -0.45
H 2.4670 2.8708 -3.5405 0.06 -0.11 0.42
C -0.9588 -1.7317 0.9407 0.96 0.37 -0.10
C -0.7153 2.4362 -6.8424 0.53 0.35 -0.23
H -2.7859 -1.0522 2.8237 0.14 0.08 0.15
H -1.5966 -0.3653 3.9573 -0.17 -0.03 -0.16
H 0.0124 0.5518 -4.1229 0.16 0.34 0.29
H -2.6264 -0.0747 -5.3465 0.51 0.26 0.00
C -1.7566 0.3399 -5.8708 -0.97 1.61 -1.12
H 2.2347 0.1030 3.3435 -0.18 0.00 0.11
H -2.2465 2.3394 -5.3028 0.43 -0.46 0.03
C -1.5595 5.5781 3.5040 -0.10 -0.01 0.66
C 1.1487 0.2144 -5.9925 0.87 0.36 -0.32
H -1.8987 5.5544 5.6247 0.12 -0.32 -0.37
H -0.6827 1.9732 -7.8397 -0.21 0.10 0.47
C 1.3740 1.4969 -5.6488 0.69 -0.85 -1.49
H 1.9933 3.2526 -1.8658 0.16 -0.30 -0.18
C 2.4888 2.5026 -2.5046 -0.08 0.54 -0.16
C 2.7615 -1.2045 0.9993 0.49 -0.10 0.17
C -1.5792 1.6826 -5.8788 -0.95 -1.00 -0.47
H -2.5100 -3.2097 1.0735 0.03 0.21 -0.20
C -0.8603 4.9011 -0.0386 0.07 -0.07 -0.03
C -1.1140 -0.5850 -6.8694 0.35 -0.33 -0.16
H 3.1729 -0.2084 1.2007 0.01 -0.17 -0.05
H 3.2461 -1.9029 1.7004 -0.04 0.17 -0.22
H -1.6992 -0.5751 -7.8080 0.16 0.04 0.35
H 0.4337 0.4289 -8.0344 0.14 -0.07 0.28
C -1.4068 3.5820 4.8312 0.13 -0.35 -0.39
C 0.3741 -0.2642 -7.1920 -0.51 -0.34 0.01
H -0.3604 3.0287 -0.9834 0.00 -0.18 -0.07
C 0.7315 2.6714 -6.3331 -0.03 0.54 0.01
H -1.1629 -1.6264 -6.5189 -0.09 0.22 0.03
P 1.6695 0.8840 -2.2839 -0.26 0.06 0.06
H -2.1943 -2.6369 -0.5734 -0.02 0.01 0.16
C -0.9910 3.4053 2.4036 -0.46 2.32 0.24
C -0.8233 -0.8154 2.0248 0.73 -0.16 -0.48
H -1.3674 6.6305 1.1639 0.12 -0.48 -0.22
H -0.9486 -2.1455 -2.9289 -0.26 0.26 0.05
H 1.3697 3.0090 -7.1747 -0.27 -0.13 0.33
C -0.6889 2.7734 1.1670 0.58 -2.51 -1.24
H -2.2917 0.6355 2.6797 0.01 -0.14 0.04
C -2.2404 -2.3235 0.4756 -0.53 -0.40 0.03
H -0.9160 1.7676 3.8092 -0.06 0.37 0.06
H -1.4726 3.0956 5.8075 0.04 0.09 -0.36
C 1.1694 0.3339 3.2395 0.28 0.24 0.20
C -1.6780 -1.4614 -3.3845 0.14 -0.08 -0.35
H 3.6789 -0.4309 -2.5569 -0.46 0.15 -0.04
C -1.1662 5.5523 1.1278 0.12 -0.19 -0.64
C -1.6455 4.9654 4.7352 -0.05 0.38 -0.15
H 1.0839 1.4082 3.0474 0.03 -0.14 0.02
H 1.0041 -3.9560 -0.2398 -0.12 0.38 -0.15
H -0.1643 -3.1640 -1.3053 0.20 -0.04 0.15
Pm -0.1787 0.5651 -0.2171 -0.21 0.91 3.56
H 0.6718 0.1347 4.1955 0.18 0.05 -0.06
H 0.8434 -1.1981 -7.5350 -0.10 0.29 0.05
C -1.2365 4.8409 2.3514 0.11 -0.68 0.03
C 0.5599 -0.5027 2.1704 -0.46 -0.42 -0.63
H 1.5276 -2.6086 -1.2624 -0.20 -0.17 0.11
C -3.1059 1.1608 -2.9577 -0.14 0.27 -0.33
C 0.3500 -2.0124 0.4311 -0.36 1.01 0.44
H -1.4190 -1.3678 -4.4492 -0.13 -0.09 0.60
H -0.8060 5.4466 -0.9745 0.00 0.03 0.02
C -0.6112 3.4858 -0.0093 -0.45 0.99 1.19
H -3.0709 2.0945 -2.3760 0.02 -0.29 -0.10
H -3.1662 1.4152 -4.0204 -0.04 -0.15 0.43
H -4.0267 0.6275 -2.6772 0.37 0.04 0.05
P -1.6586 0.1475 -2.4980 0.16 -0.27 0.09
H -0.2929 2.0797 -3.3253 0.06 -0.15 0.05
H -1.7423 6.6507 3.3907 0.06 -0.34 0.14
H 3.0560 -1.4948 -0.0146 0.01 0.01 0.14
H -2.6787 -1.9140 -3.3009 0.31 0.17 0.05
C 2.7391 -0.3341 -3.1280 0.09 -0.23 -0.44
H -3.0652 -1.6074 0.5750 0.08 -0.16 -0.05
H 2.2265 1.7462 -5.0087 -0.67 -0.30 0.14
C -1.9318 -0.3726 2.9120 -0.41 0.12 0.16
H -1.1770 3.4213 -6.9800 0.14 -0.16 -0.08
```
Positions in Å, forces in eV/Å.

Summary:
- Total energy: -2577.01785 a.u.
- Molecular weight: 651.7 g/mol
- LUMO energy (alpha / beta): -2.6737 / -2.5492 eV
- Energy relative to the best compared isomer or geometry (same formula, charge and spin): 0.0 kcal per mole
- Multiplicity: 5
- Net charge: +1
- ⟨S²⟩: 6.01
- HOMO-LUMO gap (alpha / beta): 0.2686 / 0.2734 hartree